{"formula": "C3H6BrN2O", "method": "wB97M-V/def2-TZVPD", "spin_multiplicity": 1, "lumo_energy_ha": [-0.177, -0.156], "e_homo_ev": [-13.995, -12.217], "total_energy_ha": -2876.18284, "relative_energy_kj_mol": 439.85, "orbital_gap_ev": [9.19, 7.96], "total_charge": 1, "symbols": ["C", "C", "C", "N", "N", "O", "Br", "H", "H", "H", "H", "H", "H"], "xyz": [[-0.534, -0.178, 1.170], [1.007, -0.274, -0.415], [-1.119, 1.049, -0.795], [-0.228, 0.238, -0.001], [0.489, -0.912, 1.669], [1.533, -0.976, 0.680], [2.134, 0.665, -1.466], [-1.474, 0.137, 1.685], [1.377, -2.259, -2.009], [-2.019, 1.346, -0.193], [-0.581, 2.010, -1.196], [-1.298, 0.424, -1.728], [0.712, -1.271, 2.599]], "atomic_forces_ev_per_a": [[0.562, -0.662, 2.814], [-0.395, -1.196, 0.761], [0.233, 1.394, -2.543], [0.301, 0.480, -0.860], [-0.578, 0.366, -1.045], [-1.278, 0.638, 0.654], [0.792, 0.792, -0.537], [1.121, -0.698, -0.274], [-0.150, 0.037, 0.092], [0.862, -0.529, -0.836], [-0.881, -1.772, 1.093], [-0.502, 0.955, 1.173], [-0.086, 0.196, -0.492]], "lowdin_charge": [-0.02, -0.79, -0.01, -0.14, 0.14, -0.02, 0.92, 0.20, 0.13, 0.12, 0.13, 0.13, 0.20]}

=====

{"formula": "C3H6BrNO2", "method": "wB97M-V/def2-TZVPD", "spin_multiplicity": 1, "lumo_energy_ha": 0.006, "e_homo_ev": -9.258, "total_energy_ha": -2897.15854, "relative_energy_kj_mol": 0.00, "orbital_gap_ev": 9.42, "total_charge": 0, "symbols": ["C", "C", "C", "N", "O", "O", "Br", "H", "H", "H", "H", "H", "H"], "xyz": [[2.198, -3.557, 0.176], [-0.501, -0.718, -0.928], [0.798, 0.007, -0.772], [1.504, 0.154, 0.267], [1.939, -3.933, -0.868], [2.501, -3.364, 1.283], [4.008, 1.828, 0.077], [-1.036, -0.441, -1.880], [-0.306, -1.685, -1.266], [-1.264, -0.757, -0.084], [1.061, -0.120, 1.129], [2.824, 0.804, 0.509], [1.245, 0.221, -1.693]], "atomic_forces_ev_per_a": [[0.977, -0.679, 2.658], [-2.266, 1.556, -0.063], [-0.498, -1.266, 0.959], [-0.136, 0.121, 0.488], [-0.722, 0.026, -2.271], [-0.262, 0.706, -0.384], [-0.367, -0.546, 0.464], [0.344, 0.714, 1.075], [0.843, -2.162, 0.113], [1.333, 0.216, -0.898], [-0.429, -0.242, 0.364], [0.318, 0.784, -1.176], [0.864, 0.774, -1.328]], "lowdin_charge": [-0.43, -0.06, -0.21, 0.04, 0.22, 0.20, 0.03, 0.10, 0.04, 0.11, 0.09, -0.22, 0.10]}

=====

{"formula": "C3H6BrNO2S", "method": "wB97M-V/def2-TZVPD", "spin_multiplicity": 1, "lumo_energy_ha": [-0.025, -0.025], "e_homo_ev": [-8.170, -8.170], "total_energy_ha": -3295.12018, "relative_energy_kj_mol": 406.66, "orbital_gap_ev": [7.49, 7.49], "total_charge": 0, "symbols": ["C", "C", "C", "N", "O", "O", "S", "Br", "H", "H", "H", "H", "H", "H"], "xyz": [[0.386, 1.578, 0.886], [-0.796, -0.391, -1.471], [0.929, 0.297, 0.488], [0.406, -0.877, 0.785], [-0.771, -0.888, 1.267], [0.870, -1.969, 0.376], [-1.904, -1.207, -0.595], [2.462, 0.236, -0.542], [-0.596, 1.568, 1.167], [0.811, 1.875, 1.905], [0.730, 2.227, 0.112], [-1.170, 0.618, -1.483], [0.050, -0.629, -2.130], [-1.408, -2.438, -0.766]], "atomic_forces_ev_per_a": [[2.931, 0.574, 2.166], [-0.742, 0.940, -0.211], [-0.487, -1.172, -1.148], [-0.129, -0.897, -0.665], [-0.846, 0.009, 1.784], [0.491, -0.335, 0.119], [1.112, -0.103, -0.768], [0.887, 0.166, -0.075], [-2.892, -0.126, -0.297], [0.199, -0.010, -1.327], [-0.387, 1.167, -0.133], [0.352, 0.580, -0.479], [-0.547, -0.518, 0.754], [0.059, -0.275, 0.281]], "lowdin_charge": [-0.11, -0.38, -0.76, -0.56, -0.22, -0.12, 1.05, 0.85, 0.04, 0.12, 0.06, 0.02, 0.06, -0.04]}

=====

{"formula": "C3H6BrNS", "method": "wB97M-V/def2-TZVPD", "spin_multiplicity": 1, "lumo_energy_ha": -0.028, "e_homo_ev": -8.928, "total_energy_ha": -3144.79031, "relative_energy_kj_mol": 99.61, "orbital_gap_ev": 8.17, "total_charge": 0, "symbols": ["C", "C", "C", "N", "S", "Br", "H", "H", "H", "H", "H", "H"], "xyz": [[0.348, 0.864, -2.058], [-0.701, 0.843, 0.019], [1.075, -0.846, -0.411], [0.208, 0.207, -0.955], [-0.495, 1.627, -3.211], [2.741, 0.514, -2.625], [-0.195, 1.137, 0.921], [-1.015, 1.808, -0.409], [-1.682, 0.372, 0.202], [1.472, -1.445, -1.364], [1.990, -0.562, 0.232], [0.265, -1.375, 0.238]], "atomic_forces_ev_per_a": [[0.823, 0.031, -3.013], [-1.378, 1.438, -0.837], [-0.131, -1.978, -0.599], [0.239, 0.978, 1.679], [1.111, -0.641, 1.681], [-1.437, 0.333, 0.203], [0.406, -0.501, 0.506], [0.222, -0.283, -0.011], [0.806, -0.642, -0.019], [-0.997, 0.975, 2.568], [-1.645, 0.168, -1.110], [1.982, 0.122, -1.047]], "lowdin_charge": [-0.90, -0.05, -0.13, -0.30, 0.69, 0.13, 0.09, 0.07, 0.10, 0.08, 0.10, 0.11]}

=====

{"formula": "C3H6BrP", "method": "wB97M-V/def2-TZVPD", "spin_multiplicity": 1, "lumo_energy_ha": [-0.035, -0.035], "e_homo_ev": [-7.686, -7.623], "total_energy_ha": -3033.08019, "relative_energy_kj_mol": 410.55, "orbital_gap_ev": [6.73, 6.68], "total_charge": 0, "symbols": ["C", "C", "C", "P", "Br", "H", "H", "H", "H", "H", "H"], "xyz": [[-0.146, -0.352, -0.351], [-0.942, 0.627, -1.086], [-0.464, -0.531, 1.059], [3.055, -1.405, -0.220], [3.348, 0.693, 0.257], [-1.666, 1.210, -0.497], [-0.280, 1.295, -1.641], [-1.480, 0.050, -1.846], [-1.473, -0.238, 1.380], [0.248, 0.172, 1.517], [-0.199, -1.522, 1.430]], "atomic_forces_ev_per_a": [[0.637, -0.402, -0.175], [-0.165, 0.323, 0.468], [-0.429, -0.175, -0.135], [-0.246, -0.117, -0.079], [0.057, 0.213, 0.059], [-0.049, 0.006, -0.056], [-0.007, -0.052, -0.154], [0.024, -0.041, -0.097], [-0.017, 0.084, 0.038], [0.125, 0.078, 0.058], [0.070, 0.084, 0.072]], "lowdin_charge": [-0.14, -0.17, -0.18, 0.07, -0.05, 0.07, 0.08, 0.09, 0.07, 0.09, 0.06]}

=====

{"formula": "C3H6Cl2N2O", "method": "wB97M-V/def2-TZVPD", "spin_multiplicity": 1, "lumo_energy_ha": [-0.014, -0.027], "e_homo_ev": [-8.236, -8.126], "total_energy_ha": -1222.90290, "relative_energy_kj_mol": 302.84, "orbital_gap_ev": [7.86, 7.38], "total_charge": 0, "symbols": ["C", "C", "C", "N", "N", "O", "Cl", "Cl", "H", "H", "H", "H", "H", "H"], "xyz": [[-2.276, 0.316, -0.351], [0.957, -1.385, -0.255], [-1.031, 0.689, 0.382], [1.825, 0.743, 0.279], [0.994, -0.200, 0.529], [-2.811, 0.962, -1.187], [-0.592, 2.340, 0.237], [-2.661, -1.410, -0.032], [1.876, -1.662, -0.743], [0.549, -2.218, 0.336], [0.313, -1.027, -0.941], [-0.971, 0.461, 1.505], [1.751, 1.471, 0.945], [2.077, 0.920, -0.704]], "atomic_forces_ev_per_a": [[2.105, 0.241, -0.030], [1.089, -0.662, 1.077], [0.079, -0.821, 2.892], [0.170, -1.140, -1.660], [-0.642, 0.295, 2.876], [-0.596, -0.268, 0.008], [0.062, 0.864, -0.468], [-0.287, 0.066, 0.037], [0.641, 0.038, 0.062], [0.094, 0.422, -0.282], [-2.428, -0.393, -3.197], [-0.710, -0.096, -2.021], [0.309, 1.042, 0.176], [0.114, 0.412, 0.530]], "lowdin_charge": [-0.90, -0.10, -0.65, 0.02, -0.16, 0.03, 0.64, 0.61, 0.09, 0.10, 0.03, 0.08, 0.07, 0.13]}

=====

{"formula": "C3H6Cl2O3S", "method": "wB97M-V/def2-TZVPD", "spin_multiplicity": 1, "lumo_energy_ha": 0.023, "e_homo_ev": -9.748, "total_energy_ha": -1662.11435, "relative_energy_kj_mol": 44.68, "orbital_gap_ev": 10.36, "total_charge": 0, "symbols": ["C", "C", "C", "O", "O", "O", "S", "Cl", "Cl", "H", "H", "H", "H", "H", "H"], "xyz": [[-2.963, 1.270, 0.599], [1.985, -0.782, 1.298], [-2.560, 0.474, -0.421], [1.745, 0.672, -1.900], [1.640, -1.682, -1.202], [1.144, 0.098, 0.467], [0.904, -0.420, -1.066], [-2.021, 0.958, -1.997], [-2.491, -1.307, -0.325], [2.707, 0.601, -1.894], [-3.416, 0.910, 1.485], [-3.223, 2.321, 0.521], [2.704, -0.403, 1.959], [2.548, -1.374, 0.498], [1.296, -1.337, 1.977]], "atomic_forces_ev_per_a": [[-0.364, -0.480, -2.076], [-1.073, -2.053, -2.020], [-0.239, -0.022, 1.044], [-0.541, 0.545, -0.142], [-0.608, 0.667, -0.199], [0.806, -0.015, 0.861], [0.866, -0.758, -0.076], [-0.421, 0.503, 0.499], [-0.125, 1.141, 0.407], [0.224, -0.391, 0.264], [0.151, -1.089, 0.738], [0.816, 0.044, -0.681], [0.874, 2.014, 0.463], [-0.819, 0.015, 1.903], [0.451, -0.121, -0.984]], "lowdin_charge": [-0.07, -0.10, -1.15, -0.26, -0.44, -0.40, 0.84, 0.60, 0.55, 0.08, 0.04, 0.06, 0.05, 0.08, 0.10]}

=====

{"formula": "C3H6Cl2S", "method": "wB97M-V/def2-TZVPD", "spin_multiplicity": 1, "lumo_energy_ha": 0.003, "e_homo_ev": -8.593, "total_energy_ha": -1436.44179, "relative_energy_kj_mol": 70.49, "orbital_gap_ev": 8.68, "total_charge": 0, "symbols": ["C", "C", "C", "H", "H", "H", "H", "H", "H", "S", "Cl", "Cl"], "xyz": [[-1.604, -2.143, 1.691], [-2.105, -1.303, 0.561], [2.605, 2.566, -1.675], [-2.034, -3.151, 1.621], [-1.947, -1.722, 2.642], [-0.515, -2.207, 1.687], [-3.192, -1.205, 0.510], [2.759, 3.493, -1.124], [3.192, 2.559, -2.592], [-1.200, -0.563, -0.550], [0.895, 2.455, -2.111], [3.145, 1.223, -0.660]], "atomic_forces_ev_per_a": [[0.055, -0.016, -0.087], [0.113, 0.065, -0.152], [0.168, 0.217, -0.095], [0.049, 0.134, 0.010], [0.017, -0.028, -0.049], [-0.138, 0.010, 0.005], [0.065, 0.002, 0.016], [-0.059, -0.179, -0.081], [-0.125, -0.031, 0.165], [-0.143, -0.155, 0.251], [0.041, -0.027, 0.036], [-0.043, 0.007, -0.019]], "lowdin_charge": [-0.18, -0.74, -1.03, 0.08, 0.08, 0.06, 0.04, 0.02, 0.02, 0.66, 0.49, 0.50]}

=====

{"formula": "C3H6ClF", "method": "wB97M-V/def2-TZVPD", "spin_multiplicity": 1, "lumo_energy_ha": 0.038, "e_homo_ev": -9.079, "total_energy_ha": -677.86720, "relative_energy_kj_mol": 236.26, "orbital_gap_ev": 10.12, "total_charge": 0, "symbols": ["C", "C", "C", "F", "Cl", "H", "H", "H", "H", "H", "H"], "xyz": [[-1.407, 0.557, 0.072], [-0.428, -0.384, -0.503], [1.582, -0.393, 0.415], [2.287, -1.400, -0.131], [2.293, 1.082, -0.064], [-1.186, 1.621, -0.287], [-1.374, 0.520, 1.125], [-2.364, 0.295, -0.189], [-0.734, -1.399, -0.453], [-0.131, -0.079, -1.519], [1.461, -0.421, 1.533]], "atomic_forces_ev_per_a": [[2.609, 2.560, -0.216], [3.591, 0.264, 0.028], [-3.979, -0.026, -0.579], [-0.266, -0.390, 0.425], [0.406, 1.127, -0.166], [-0.441, -1.381, 0.685], [0.003, 0.217, 1.427], [-2.418, -0.577, -0.920], [0.082, -0.936, 0.101], [0.150, -0.447, 0.433], [0.262, -0.411, -1.217]], "lowdin_charge": [-0.17, -0.11, -0.68, -0.07, 0.63, 0.10, 0.05, 0.04, 0.05, 0.07, 0.08]}